[1]
Formula: C3H2OS3
Source: the OMol25 dataset
Level of theory: ωB97M-V with the def2-TZVPD basis set

Computed properties:
* electronic energy: -1385.24654 hartree
* charge: 0
* E_HOMO: -9.21 eV
* SMILES string: O=C(C=S)C(=S)S
* energy relative to the best compared isomer or geometry (same formula, charge and spin): 183.8 kJ/mol

Atoms and positions in Å:
C (1.046, 0.333, -0.085)
C (-0.306, -0.381, -0.121)
C (-1.446, 0.515, 0.228)
H (1.913, -1.810, -0.085)
H (-1.283, 1.250, 0.955)
O (-0.521, -1.573, -0.361)
S (2.445, -0.592, -0.061)
S (1.191, 1.973, -0.273)
S (-3.039, 0.285, -0.196)

Forces on atoms 1 to 6 (eV/Å):
-0.290 0.870 -0.780
-1.243 -1.542 -0.273
-3.050 -1.129 -0.789
-0.417 -0.338 0.038
0.611 1.126 0.817
1.418 2.381 0.362



[2]
Formula: C3H2S3
Source: the OMol25 dataset
Level of theory: ωB97M-V with the def2-TZVPD basis set

Computed properties:
* electronic energy: -1310.01974 hartree
* charge: 0
* E_HOMO: -8.66 eV
* energy relative to the best compared isomer or geometry (same formula, charge and spin): 116.0 kJ/mol

Atoms and positions in Å:
C (0.725, 1.103, 0.160)
C (-1.890, -0.917, -0.133)
C (1.486, 0.067, 0.011)
S (-1.855, -1.365, 1.350)
S (-1.912, -0.476, -1.619)
S (-0.178, 2.355, 0.357)
H (2.515, 0.164, -0.281)
H (1.109, -0.931, 0.156)

Forces on atoms 1 to 6 (eV/Å):
-0.298 0.622 0.173
-0.055 -0.036 -0.224
0.233 -0.401 -0.097
-0.002 0.046 -0.059
-0.050 -0.085 0.235
0.118 -0.149 -0.039



[3]
Formula: C3H30N2O14
Source: the OMol25 dataset
Level of theory: ωB97M-V with the def2-TZVPD basis set

Computed properties:
* electronic energy: -1295.06809 hartree
* charge: 0
* E_HOMO: -9.32 eV
* energy relative to the best compared isomer or geometry (same formula, charge and spin): 236.0 kJ/mol

Atoms and positions in Å:
O (1.116, -1.260, -1.568)
C (0.542, -0.189, -1.435)
N (0.016, 0.342, -2.677)
C (-0.934, 1.331, -2.728)
O (-1.358, 1.596, -3.845)
C (0.478, 0.723, -0.091)
N (1.595, 0.309, 0.728)
H (0.337, -0.221, -3.509)
H (-1.079, 1.876, -1.828)
H (0.638, 1.796, -0.188)
H (-0.512, 0.479, 0.386)
H (2.517, 0.740, 0.665)
H (1.617, -0.653, 0.918)
H (-3.806, -0.732, -3.856)
H (-3.409, -0.625, -2.175)
O (-3.244, -1.024, -3.124)
H (0.062, 2.723, 1.666)
H (-1.512, 2.713, 2.163)
O (-0.660, 3.259, 2.128)
H (-3.616, -0.820, 2.373)
H (-2.595, -0.830, 3.432)
O (-2.693, -0.538, 2.518)
H (2.482, 1.211, -3.296)
H (1.894, 2.589, -3.268)
O (2.005, 1.818, -3.948)
H (-0.616, -2.723, 2.651)
H (-0.223, -1.300, 2.908)
O (-0.529, -1.888, 2.281)
H (-2.521, -3.218, 0.637)
H (-1.810, -1.961, 0.935)
O (-2.673, -2.455, 1.196)
H (-0.400, 4.231, -1.321)
H (-0.804, 3.725, 0.152)
O (-0.581, 3.442, -0.790)
H (-3.642, 2.367, 1.381)
H (-3.287, 1.072, 1.954)
O (-3.140, 2.014, 2.110)
H (1.407, -0.628, 4.254)
H (1.355, -2.136, 4.432)
O (0.923, -1.369, 4.599)
H (4.263, 0.347, -1.176)
H (4.793, 1.760, -0.810)
O (4.078, 1.105, -0.534)
H (0.676, -3.388, 0.005)
H (1.868, -2.584, 0.683)
O (1.517, -3.335, 0.434)
H (3.274, -3.709, -1.228)
H (2.737, -2.674, -2.134)
O (3.454, -3.309, -2.059)

Forces on atoms 1 to 6 (eV/Å):
-0.147 0.913 1.316
-0.308 1.296 -2.601
1.064 -1.841 2.704
1.114 -0.894 -3.918
-0.672 0.627 1.288
1.080 -2.099 -0.291



[4]
Formula: C3H30O13
Source: the OMol25 dataset
Level of theory: ωB97M-V with the def2-TZVPD basis set

Computed properties:
* electronic energy: -1110.36959 hartree
* charge: 0
* E_HOMO: -10.26 eV
* SMILES string: OCCCO.O.O.O.O.O.O.O.O.O.O.O
* energy relative to the best compared isomer or geometry (same formula, charge and spin): 80.5 kJ/mol

Atoms and positions in Å:
C (-1.266, 0.504, 1.315)
O (-1.296, -0.936, 1.399)
C (-2.026, 0.810, 0.047)
C (-2.226, 2.300, -0.078)
O (-1.234, 2.772, -1.054)
H (-1.705, 0.928, 2.200)
H (-0.174, 0.597, 1.307)
H (-2.213, -1.283, 1.399)
H (-1.510, 0.438, -0.780)
H (-2.930, 0.266, 0.209)
H (-3.238, 2.518, -0.522)
H (-2.183, 2.841, 0.847)
H (-0.396, 2.840, -0.598)
H (-2.025, -3.152, -0.313)
H (-3.565, -3.249, -0.259)
O (-2.737, -3.463, 0.226)
H (0.645, -1.959, -3.597)
H (0.771, -0.605, -2.754)
O (1.088, -1.536, -2.845)
H (3.569, 0.003, 0.517)
H (2.773, 1.281, 0.135)
O (3.393, 0.716, -0.248)
H (-0.905, -1.844, -1.009)
H (-0.327, -2.631, -2.346)
O (-1.088, -2.523, -1.725)
H (1.915, 1.851, 3.254)
H (1.852, 3.406, 3.359)
O (1.965, 2.678, 2.757)
H (1.188, 3.540, 0.426)
H (0.963, 2.172, 1.216)
O (0.968, 2.591, 0.341)
H (-2.866, -1.850, -1.702)
H (-2.937, -1.176, -3.041)
O (-3.179, -1.085, -2.114)
H (1.762, -2.420, 0.891)
H (0.467, -2.190, 1.806)
O (1.452, -2.114, 1.789)
H (2.694, -2.403, -1.306)
H (2.843, -0.949, -0.580)
O (2.962, -1.940, -0.548)
H (3.348, -0.022, 2.950)
H (1.918, -0.520, 2.445)
O (2.421, 0.216, 2.809)
H (-0.362, 1.544, -2.282)
H (0.881, 1.742, -1.595)
O (0.550, 1.298, -2.350)

Forces on atoms 1 to 6 (eV/Å):
0.709 -2.436 -0.623
-0.482 -1.043 0.533
0.069 1.629 2.679
-0.624 0.155 -2.961
-2.128 0.483 0.320
-0.137 0.461 0.387



[5]
Formula: C3H33NO16
Source: the OMol25 dataset
Level of theory: ωB97M-V with the def2-TZVPD basis set

Computed properties:
* electronic energy: -1392.57636 hartree
* charge: 0
* E_HOMO: -10.21 eV
* energy relative to the best compared isomer or geometry (same formula, charge and spin): 277.3 kJ/mol

Atoms and positions in Å:
C (0.267, -0.407, -0.172)
C (-0.508, 0.103, -1.396)
O (0.046, -0.599, -2.450)
N (-0.578, 0.021, 0.985)
C (-1.905, -0.429, 1.209)
O (-2.109, -1.775, 1.178)
O (-2.855, 0.283, 1.603)
H (0.628, -1.532, -0.362)
H (1.388, -0.112, 0.054)
H (-1.581, -0.179, -1.504)
H (-0.425, 1.225, -1.438)
H (0.352, -0.012, -3.109)
H (-0.398, 0.926, 1.232)
H (-1.409, -2.370, 0.798)
H (-2.502, 3.609, 0.852)
H (-1.850, 3.804, 2.292)
O (-1.919, 4.138, 1.483)
H (-0.442, 3.127, -1.332)
H (-1.025, 4.015, -0.149)
O (-0.273, 3.849, -0.845)
H (3.534, 1.607, -0.620)
H (2.987, 2.917, -0.053)
O (3.340, 2.471, -0.829)
H (1.177, -1.262, 3.494)
H (-0.014, -1.737, 4.130)
O (0.916, -1.903, 4.128)
H (1.534, 2.866, -3.014)
H (1.954, 2.001, -1.774)
O (1.289, 2.062, -2.456)
H (-3.949, -0.801, 0.043)
H (-4.090, -0.733, -1.512)
O (-3.687, -0.368, -0.774)
H (1.058, -3.537, -2.241)
H (-0.233, -2.691, -2.248)
O (0.173, -3.461, -2.106)
H (1.059, 3.810, 0.454)
H (1.455, 3.787, 1.945)
O (1.784, 3.646, 1.026)
H (-0.042, -4.659, 1.269)
H (-0.016, -4.286, -0.169)
O (-0.162, -3.863, 0.589)
H (1.044, -3.102, 1.642)
H (2.487, -3.172, 1.399)
O (1.852, -2.900, 1.876)
H (2.344, -1.755, -3.415)
H (1.968, -1.890, -2.054)
O (2.537, -2.336, -2.678)
H (4.001, -1.309, -0.533)
H (3.068, -1.665, 0.796)
O (3.765, -1.029, 0.431)
H (-3.342, 1.315, -0.477)
H (-3.761, 2.216, 0.712)
O (-3.453, 2.263, -0.156)

Forces on atoms 1 to 6 (eV/Å):
1.102 -1.130 0.796
0.059 0.462 0.473
0.767 -1.165 -1.234
-1.100 -4.286 -0.499
-0.197 0.787 1.549
0.367 0.333 -0.755



[6]
Formula: C3H36BFIN2O19
Source: the OMol25 dataset
Level of theory: ωB97M-V with the def2-TZVPD basis set

Computed properties:
* electronic energy: -2097.14500 hartree
* charge: +1
* E_HOMO: -12.68 eV

Atoms and positions in Å:
O (-1.348, -2.165, -2.914)
C (-0.808, -1.729, -1.859)
F (0.540, -2.127, -1.632)
N (-1.597, -0.822, -1.005)
C (-1.879, -1.376, 0.340)
O (-3.091, -1.604, 0.621)
N (-0.870, -1.724, 1.386)
I (-0.246, -3.706, 1.313)
C (0.344, -0.829, 1.420)
B (0.011, 0.748, 1.635)
O (1.091, 1.688, 1.339)
O (-1.253, 1.298, 2.044)
H (-1.213, 0.139, -0.975)
H (-1.350, -1.606, 2.316)
H (1.027, -0.914, 0.501)
H (0.989, -1.176, 2.322)
H (1.934, 1.209, 1.571)
H (-1.293, 2.187, 1.591)
O (3.247, -2.691, 1.849)
H (3.982, -2.942, 1.274)
H (3.122, -3.462, 2.417)
O (-2.094, -0.508, 3.979)
H (-2.722, -0.549, 4.715)
H (-1.951, 0.439, 3.845)
O (-2.207, 2.685, -0.702)
H (-2.527, 3.128, -1.501)
H (-2.943, 2.114, -0.440)
O (0.589, 2.744, -1.722)
H (-0.365, 2.637, -1.644)
H (0.940, 2.258, -0.964)
O (2.353, 0.216, 3.551)
H (1.586, -0.073, 4.067)
H (2.983, 0.513, 4.219)
O (2.521, 1.396, -4.142)
H (1.887, 1.362, -3.415)
H (2.672, 2.342, -4.273)
O (-0.797, -5.296, -1.596)
H (-1.744, -5.488, -1.646)
H (-0.736, -4.362, -1.830)
O (-2.939, -4.612, -3.517)
H (-2.283, -3.916, -3.375)
H (-2.409, -5.407, -3.662)
O (1.662, 5.581, -0.336)
H (1.592, 4.651, -0.588)
H (0.751, 5.904, -0.378)
O (2.857, 4.533, -4.081)
H (3.797, 4.592, -4.297)
H (2.669, 5.364, -3.628)
O (-3.724, -2.427, 5.234)
H (-3.097, -2.427, 4.500)
H (-3.819, -3.361, 5.460)
O (-1.774, -3.221, -6.177)
H (-2.547, -3.508, -5.672)
H (-1.144, -2.942, -5.501)
O (-1.023, 7.457, -0.603)
H (-1.964, 7.251, -0.661)
H (-0.974, 8.395, -0.824)
O (1.666, -0.981, 5.913)
H (0.939, -1.321, 6.451)
H (2.378, -1.620, 6.052)
O (3.884, -0.605, -1.939)
H (3.571, -0.162, -2.741)
H (3.148, -1.175, -1.685)

Forces on atoms 1 to 6 (eV/Å):
2.950 1.918 5.398
-1.916 -1.751 -5.529
-2.945 1.405 0.466
2.606 -1.624 1.500
-6.521 -0.763 0.213
6.002 1.033 -0.936